one.
C4H4ClNO2 | ωB97M-V/def2-TZVPD

Calculated values
SMILES string	COc1coc(Cl)n1
gap between HOMO and LUMO	9.77	eV
highest occupied orbital energy	-0.3339	Eh

Structure (XYZ):
```
12
Properties=species:S:1:pos:R:3:mulliken_charge:R:1
C -2.062 -0.349 0.125 -0.749
O -0.840 -0.949 -0.201 -0.364
C 0.270 -0.242 -0.235 0.606
C 0.463 1.079 -0.182 -0.311
O 1.871 1.158 0.030 -0.314
C 2.319 -0.151 0.123 0.413
Cl 3.970 -0.498 -0.059 -0.131
N 1.404 -1.137 -0.037 -0.476
H -2.840 -1.191 0.313 0.201
H -1.787 0.093 1.116 0.410
H -2.512 0.347 -0.844 0.243
H -0.257 1.839 -0.150 0.472
```


two.
C4H4ClNO2 | ωB97M-V/def2-TZVPD

Calculated values
SMILES string	Oc1c[nH]c(O)c1Cl
gap between HOMO and LUMO	7.69	eV
highest occupied orbital energy	-0.2887	Eh

Structure (XYZ):
```
12
Properties=species:S:1:pos:R:3:mulliken_charge:R:1
O 2.139 1.430 0.208 -0.561
C 0.899 0.839 -0.068 0.749
C -0.415 1.291 -0.153 -0.925
N -1.225 0.242 -0.228 0.024
C -0.553 -0.872 -0.057 0.115
O -1.227 -2.045 0.078 -0.630
C 0.786 -0.522 -0.126 0.201
Cl 2.238 -1.634 -0.111 -0.262
H 2.759 0.675 -0.157 0.316
H -0.895 2.311 -0.081 0.324
H -2.260 0.343 -0.026 0.273
H -2.245 -2.058 0.721 0.375
```


Which structure is most stable, and how do the rest compare? From most to least stable: two, one.